## w
Entry from OMol25: 2 unconnected molecules or ions with the total composition C2H8N2O (ωB97M-V/def2-TZVPD).

E_HOMO (Ha): -0.2900
Kohn-Sham gap (eV): 8.864

Atoms and positions in Å:
C -0.23496 0.20506 -0.98232
C 0.22396 0.88774 0.06386
N 0.41862 2.26655 0.14184
N -0.45345 -1.21221 -0.92270
H -0.59663 0.72842 -1.85716
H 0.55989 0.34383 0.91926
H 0.13873 2.81346 -0.64678
H 1.31123 2.54239 0.51533
H 0.43047 -1.70092 -0.84110
H -0.89754 -1.57210 -1.75400
H -0.67028 -1.69929 1.10230
H 0.26878 -1.54981 2.28373
O -0.49879 -2.05312 1.97774

## x
Entry from OMol25: 3 unconnected molecules or ions with the total composition C2H8N2O (ωB97M-V/def2-TZVPD).

E_HOMO (spin up / spin down) (Ha): -0.2927 / -0.3438
Kohn-Sham gap (spin up / spin down) (eV): 8.260 / 9.979

Atoms and positions in Å:
C -2.36354 0.68577 -0.26260
C -2.72769 -0.13875 0.63184
N -0.18342 -1.36893 0.51634
N 3.33295 0.32844 0.06660
O 0.11444 -0.56882 -0.57493
H -2.93235 1.50062 -0.69448
H -1.33498 0.60086 -0.68291
H 3.81013 0.84974 -0.65917
H -3.19448 -0.72266 1.37214
H 0.11662 -0.82866 1.32782
H 2.87710 1.00108 0.67189
H -0.11817 -1.11995 -1.33828
H 2.60338 -0.21875 -0.37427

## y
Entry from OMol25: 2 unconnected molecules or ions with the total composition C2H8N2O (ωB97M-V/def2-TZVPD).

E_HOMO (Ha): -0.3385
Kohn-Sham gap (eV): 9.931

Atoms and positions in Å:
O 2.21974 -2.49073 -2.04008
C 1.70976 -1.34044 -2.14292
H 0.83820 -1.30262 -1.49503
H 1.85248 -0.61146 -2.93353
N -0.55477 0.93334 2.29472
C -1.24414 0.30047 1.04533
N -0.46045 0.36935 -0.25467
H -0.14666 1.88587 2.03685
H 0.27196 0.48172 2.71016
H -2.05200 0.86266 0.75549
H -1.56811 -0.76178 1.19331
H 0.28802 0.93506 -0.30784
H -1.15403 0.73856 -0.86180

Most stable to least stable, the ends of the list are w and x.

## w
Entry from OMol25: a molecular structure, C24H21BClCsN10O6 (ωB97M-V/def2-TZVPD).

E_HOMO (spin up / spin down) (Ha): -0.1102 / -0.1102
2S+1: 2
Kohn-Sham gap (spin up / spin down) (eV): 4.725 / 4.726
Net charge: -1

Atoms and positions in Å:
Cs 0.25371 -1.17340 -0.86458
C -3.52647 -2.05686 -0.94569
C -2.69141 -2.82645 -0.11275
N -2.29514 -2.13026 0.93729
N -2.82815 -0.89517 0.79837
C -3.60039 -0.83692 -0.31396
B -2.61248 0.13381 1.92395
N -2.66859 1.55639 1.37801
C -3.00293 2.68485 2.05339
C -2.78579 3.74778 1.21091
C -2.29118 3.16201 0.02931
N -2.22745 1.84630 0.13291
N -1.18861 -0.17304 2.58416
C -0.97571 -1.34512 3.18475
C 0.38084 -1.62558 3.25232
C 0.99835 -0.54792 2.66522
N 0.05298 0.32840 2.27848
N -3.63727 -0.11423 3.03189
C -4.60703 -1.05987 3.05542
C -5.21887 -1.00015 4.28318
C -4.55196 0.04524 4.94973
N -3.59516 0.56462 4.19967
H -3.98217 -2.35733 -1.87294
H -2.29565 -3.81974 -0.25982
H -4.10991 0.07066 -0.58718
H -3.36316 2.62885 3.06659
H -2.95641 4.79049 1.41666
H -1.98514 3.64081 -0.88738
H -1.81450 -1.94159 3.49471
H 0.85224 -2.51037 3.63809
H 2.04277 -0.35644 2.46698
H -4.77728 -1.70915 2.21289
H -6.02701 -1.61265 4.64319
H -4.72051 0.42868 5.94390
O 6.17782 -4.20536 -1.24776
C 5.02927 -3.74725 -1.00581
C 3.72865 -4.34915 -1.42345
O 3.57334 -5.36440 -2.08413
C 2.58254 -3.46014 -0.93479
C 3.17721 -2.40933 -0.16148
O 2.57649 -1.49703 0.49702
C 4.69398 -2.49744 -0.30209
O 5.44929 -1.60029 0.07458
O 1.36663 -3.66124 -1.22200
C 4.58164 3.34711 -4.90932
C 3.54893 2.57598 -4.13570
C 2.19462 2.66501 -4.43559
C 1.28528 1.93253 -3.68998
N 1.63484 1.13554 -2.68368
C 2.93513 1.05307 -2.39152
C 3.91434 1.74531 -3.08432
H 4.13759 3.85962 -5.76155
H 5.36613 2.68261 -5.27238
H 5.05635 4.09214 -4.26847
H 1.84961 3.29431 -5.24689
H 0.22396 1.98556 -3.91240
H 3.21291 0.40390 -1.56547
H 4.95264 1.62278 -2.80279
Cl 1.10789 1.91139 0.34015
C 0.32966 1.70005 1.93189
H -0.57051 2.29869 1.95056
H 1.05559 2.10268 2.63193
O 0.83673 -1.68423 -3.80745
N -0.25311 -1.46908 -4.06478

## x
Entry from OMol25: a molecular structure, C24H21BClCsN10O6 (ωB97M-V/def2-TZVPD).

E_HOMO (spin up / spin down) (Ha): -0.1347 / -0.1353
2S+1: 2
Kohn-Sham gap (spin up / spin down) (eV): 4.790 / 4.808
Net charge: -1

Atoms and positions in Å:
Cs 0.56035 -0.90890 1.31509
C 3.51181 -1.63014 -2.18144
C 3.35072 -1.54522 -0.78632
N 2.75875 -0.41585 -0.44197
N 2.51570 0.25201 -1.58827
C 2.96722 -0.46166 -2.65290
B 1.64132 1.50116 -1.62323
N 1.71119 2.39269 -0.39853
C 2.06540 3.69979 -0.33102
C 1.92513 4.10537 0.97546
C 1.45421 2.95989 1.64152
N 1.32441 1.94577 0.80749
N 0.12106 0.98124 -1.76850
C -0.28049 0.03943 -2.54513
C -1.72092 -0.22576 -2.32000
C -1.95486 0.76392 -1.22849
N -0.92554 1.46651 -0.94982
N 1.96058 2.28266 -2.89905
C 3.18439 2.71965 -3.27767
C 3.03397 3.42140 -4.44938
C 1.65178 3.36162 -4.70747
N 1.01517 2.67334 -3.77510
H 3.95757 -2.42618 -2.75122
H 3.63953 -2.25389 -0.02414
H 2.87971 -0.07963 -3.65766
H 2.38685 4.23970 -1.20536
H 2.13161 5.07907 1.38389
H 1.21280 2.82932 2.68530
H 0.38608 -0.45614 -3.23481
H -2.30140 0.07507 -3.20381
H -2.88465 0.90711 -0.69980
H 4.05965 2.49042 -2.69164
H 3.80281 3.89998 -5.03025
H 1.10045 3.78085 -5.53390
O 1.97992 -6.96695 -0.07313
C 1.62717 -5.86932 0.30185
C 0.63563 -4.96404 -0.37399
O 0.20112 -5.08251 -1.51129
C 0.32418 -3.85743 0.55477
C 1.23906 -3.94705 1.65086
O 1.43786 -3.10715 2.60591
C 2.09386 -5.13213 1.53290
O 3.02214 -5.44801 2.25690
O -0.53501 -2.95981 0.29442
C -5.32431 1.38924 4.94110
C -4.30122 0.98210 3.92058
C -4.27708 -0.29586 3.37740
C -3.29666 -0.62229 2.45079
N -2.36561 0.23435 2.04730
C -2.37972 1.45920 2.56834
C -3.32134 1.87533 3.49420
H -6.04273 0.59091 5.12018
H -5.86860 2.27613 4.61344
H -4.84180 1.63212 5.88923
H -5.00502 -1.03876 3.67752
H -3.24351 -1.61884 2.02447
H -1.59300 2.12869 2.23245
H -3.28328 2.88249 3.89163
Cl -3.77203 -1.85146 -1.64631
C -2.03373 -1.69352 -2.01399
H -1.45688 -2.07842 -1.17233
H -1.82859 -2.31600 -2.88095
O 0.12425 -1.54885 3.97644
N -0.15742 -2.51676 3.39743

Most stable to least stable, the ends of the list are w and x.

## w
Entry from OMol25: 2 unconnected molecules or ions with the total composition C8H8N4O4 (ωB97M-V/def2-TZVPD).

E_HOMO (Ha): -0.3438
Kohn-Sham gap (eV): 9.723

Atoms and positions in Å:
C -0.60574 1.68771 -0.60163
C -2.17501 0.57880 0.88770
C -1.38921 1.63078 0.63771
C -1.53584 -0.62192 -1.04663
C 0.42927 -1.02979 1.40947
C 1.83502 0.96788 1.20234
C 1.06898 0.19941 1.97494
C 1.81404 -0.64726 -0.65706
H -0.06025 0.47764 -2.12436
H -1.39134 2.49963 1.31600
H -2.83384 0.64278 1.72187
H -2.96985 -1.20823 0.38692
H 0.51208 -2.16719 -0.34189
H 0.90824 0.51793 2.94908
H 2.27258 1.95168 1.48310
H 2.89818 1.01313 -0.62909
N -0.70881 0.49765 -1.33163
N -2.34688 -0.47802 0.05011
N 0.85308 -1.33962 0.09645
N 2.24377 0.51977 -0.09655
O 0.11146 2.66881 -0.96104
O -1.43455 -1.70424 -1.63098
O -0.36043 -1.74595 2.03510
O 2.14940 -1.05854 -1.77201

## x
Entry from OMol25: 2 unconnected molecules or ions with the total composition C8H8N4O4 (ωB97M-V/def2-TZVPD).

E_HOMO (Ha): -0.3415
Kohn-Sham gap (eV): 9.589

Atoms and positions in Å:
C -2.17106 -3.71553 3.09716
C -2.96927 -3.51962 1.90159
C -2.49431 -2.68833 0.93486
C -0.93242 -1.66349 2.48997
C 0.59136 2.16696 -2.18890
C 1.08150 2.67544 -3.40088
C 2.29646 3.27907 -3.32529
C 2.87672 2.48201 -1.10324
H -0.86623 -2.70616 4.35314
H -3.70408 -4.36097 2.03817
H -2.71195 -2.80977 -0.12304
H -1.54667 -0.79901 0.75740
H 1.24272 1.76281 -0.22170
H 0.39362 2.57532 -4.26836
H 2.79592 3.73332 -4.25533
H 4.07700 3.67857 -2.46231
N -1.17534 -2.76434 3.31807
N -1.56228 -1.71085 1.18262
N 1.56960 1.94518 -1.15729
N 3.15791 3.17400 -2.30417
O -2.71922 -4.57501 3.87002
O -0.28474 -0.73739 2.89698
O -0.59920 2.04146 -1.84976
O 3.65397 2.53633 -0.17973

Most stable to least stable, the ends of the list are w and x.

## w
Entry from OMol25: 2 unconnected molecules or ions with the total composition C8H8N4O4 (ωB97M-V/def2-TZVPD).

E_HOMO (Ha): -0.3488
Kohn-Sham gap (eV): 9.635

Atoms and positions in Å:
C -0.80329 0.24822 -1.95275
C -0.49141 -2.02361 -0.99233
C -1.28257 -1.10357 -1.35178
C 1.51310 -0.84569 -1.73195
C 0.32773 -0.39648 2.18520
C -1.40667 1.18877 1.62654
C -1.00392 0.03234 2.16592
C 0.87206 1.92161 1.10266
H 1.32322 0.89646 -2.81911
H -2.27815 -1.17435 -1.49812
H -0.81952 -2.91902 -0.34942
H 1.53829 -2.57614 -0.37517
H 2.22308 0.61665 1.73287
H -1.76976 -0.71121 2.40296
H -2.41507 1.45785 0.93352
H -1.15987 2.77429 0.74001
N 0.63733 0.28423 -2.12440
N 0.91610 -1.96896 -0.98995
N 1.18264 0.69112 1.62849
N -0.56864 2.13958 1.17726
O -1.61776 1.11189 -2.23190
O 2.70580 -0.65607 -2.07109
O 0.72384 -1.53536 2.37892
O 1.65344 2.54745 0.41362

## x
Entry from OMol25: 2 unconnected molecules or ions with the total composition C8H8N4O4 (ωB97M-V/def2-TZVPD).

E_HOMO (Ha): -0.3482
Kohn-Sham gap (eV): 9.727

Atoms and positions in Å:
C -4.22466 0.84892 -0.13377
C -5.04899 -0.20926 0.43644
C -4.43614 -1.41660 0.68425
C -2.28915 -0.64219 -0.23940
C 3.48209 0.43610 1.27518
C 2.83187 1.52796 0.56272
C 2.52690 1.49798 -0.69661
C 3.81046 -0.63845 -0.80624
H -2.55645 1.32375 -0.98101
H -6.09339 0.06012 0.79471
H -4.95923 -2.26961 1.05243
H -2.66014 -2.55167 0.43653
H 4.70617 -1.20034 0.88410
H 2.37473 2.29424 1.27487
H 2.09577 2.34271 -1.27598
H 2.80364 0.31947 -2.43391
N -2.93967 0.59221 -0.39711
N -3.05627 -1.53941 0.52260
N 4.11698 -0.44732 0.43737
N 3.14129 0.45892 -1.41204
O -4.63514 1.97222 -0.46742
O -1.13831 -0.82378 -0.62275
O 3.67814 0.27346 2.42346
O 4.03760 -1.69643 -1.37115

Most stable to least stable, the ends of the list are x and w.